a | Computed, not measured: a 3-piece molecular cluster, C3H12O2S2 overall, with ωB97M-V/def2-TZVPD.

The calculation puts the lowest unoccupied orbital energy at 0.52 eV. As for the gap between HOMO and LUMO: 9.10 eV. The structure (SMILES) is CCSSC.O.O.

Each line ends with the Mulliken charge.
Element x y z (Å)
H1 -4.98 0.13 -0.12  0.31
H2 3.65 -2.37 -2.45  0.34
C1 -0.78 -0.16 1.25  -0.85
H3 -0.24 3.98 2.34  0.31
O1 -5.01 -0.58 0.50  -0.62
H4 -4.57 -1.29 0.04  0.31
C2 1.80 -1.50 -1.63  -0.35
H5 1.13 -1.71 -2.46  0.35
H6 3.30 -0.64 -2.68  0.32
S1 1.30 0.16 -1.00  -0.15
H7 3.92 -1.31 -1.12  0.30
H8 -0.58 5.06 3.31  0.32
H9 -1.49 0.50 1.77  0.33
S2 -0.63 -0.21 -0.55  -0.06
C3 3.27 -1.47 -1.98  -1.16
H10 1.58 -2.26 -0.88  0.35
H11 -1.19 -1.13 1.56  0.29
H12 0.19 0.00 1.72  0.32
O2 -0.68 4.82 2.38  -0.63

b | Computed, not measured: a 3-piece molecular cluster, C3H12O2S2 overall, with ωB97M-V/def2-TZVPD.

The calculation puts the lowest unoccupied orbital energy at 0.41 eV. As for the gap between HOMO and LUMO: 8.98 eV. The structure (SMILES) is CCCSS.O.O.

Each line ends with the Mulliken charge.
Element x y z (Å)
H1 -0.19 0.83 0.70  0.42
H2 0.18 2.08 -4.38  0.33
H3 -0.01 -1.00 -2.03  0.25
H4 -0.67 -2.16 0.07  0.26
S1 -2.08 -0.37 1.66  -0.05
H5 3.60 0.55 5.75  0.34
H6 1.54 -1.88 -1.43  0.34
H7 -1.07 0.61 -0.55  0.49
O1 3.49 -0.15 4.95  -0.66
H8 0.59 -1.37 1.10  0.37
C1 -0.84 0.06 0.36  -0.85
O2 -0.48 1.91 -5.13  -0.64
S2 -3.74 0.10 0.64  -0.24
H9 -4.59 0.99 1.16  0.14
H10 -0.44 2.63 -5.75  0.32
H11 1.35 -0.09 -1.19  0.25
H12 2.53 -0.45 5.08  0.33
C2 0.02 -1.20 0.17  -0.33
C3 0.81 -1.09 -1.19  -1.05

Most stable pick: a. Distance to second place: 129.7 kJ/mol.

a | Computed, not measured: a 2-piece molecular cluster, C3H7NOS overall, with ωB97M-V/def2-TZVPD.

The calculation puts the lowest unoccupied orbital energy at 0.83 eV. As for the gap between HOMO and LUMO: 9.45 eV. The structure (SMILES) is C=C=C.NSO.

Each line ends with the Mulliken charge.
Element x y z (Å)
C1 1.18 0.60 1.50  -0.78
H1 2.89 -0.57 -1.05  0.25
H2 1.26 -1.42 -1.07  0.24
H3 -2.28 0.19 -2.25  0.25
C2 1.92 -0.71 -0.60  -0.69
H4 1.34 0.25 2.51  0.25
H5 -1.89 0.13 1.53  0.32
H6 -0.92 0.93 -1.62  0.26
N1 -1.77 0.42 -1.41  -0.46
O1 -2.42 -0.42 0.95  -0.45
C3 1.56 -0.07 0.47  0.45
H7 0.67 1.55 1.41  0.30
S1 -1.54 -0.88 -0.37  0.06

b | Computed, not measured: a single C3H7NOS molecule, with ωB97M-V/def2-TZVPD.

The calculation puts the lowest unoccupied orbital energy at 0.89 eV. As for the gap between HOMO and LUMO: 9.48 eV. The structure (SMILES) is N[C@@H]1[C@H](O)[C@H]1S.

Each line ends with the Mulliken charge.
Element x y z (Å)
H1 -2.26 1.29 -0.18  0.10
H2 1.86 2.37 -0.28  0.20
C1 -0.40 -0.05 -0.39  -0.41
N1 1.75 1.35 -0.23  -0.59
H3 0.32 -1.17 1.44  0.37
H4 1.21 -2.09 -0.72  0.30
H5 2.64 0.83 -0.01  0.21
S1 -2.08 -0.01 -0.02  -0.27
O1 1.58 -1.43 -0.16  -0.52
H6 0.17 1.36 1.21  0.34
C2 0.57 -0.75 0.50  -0.23
C3 0.60 0.72 0.44  0.11
H7 -0.21 0.01 -1.49  0.39

Most stable pick: b. Distance to second place: 86.0 kJ/mol.

a | Computed, not measured: a single C3H7NOS molecule, with ωB97M-V/def2-TZVPD.

The calculation puts the lowest unoccupied orbital energy at 0.76 eV. As for the gap between HOMO and LUMO: 10.19 eV. The structure (SMILES) is N[C@H](C=O)CS.

Each line ends with the Mulliken charge.
Element x y z (Å)
H1 0.87 -1.21 -1.29  0.27
C1 -0.20 -0.51 0.92  -0.92
H2 1.00 2.14 -0.61  0.29
H3 -1.20 0.29 -0.83  0.29
H4 0.77 -0.42 1.41  0.36
C2 0.11 1.72 -0.12  -0.09
N1 0.81 -0.20 -1.37  -0.65
S1 -0.50 -2.29 0.72  -0.20
H5 -1.82 -2.18 0.41  0.13
H6 -0.94 -0.06 1.57  0.38
O1 -0.47 2.36 0.72  -0.46
H7 1.75 0.10 -1.13  0.26
C3 -0.18 0.26 -0.43  0.34

b | Computed, not measured: a single C3H7NOS molecule, with ωB97M-V/def2-TZVPD.

The calculation puts the lowest unoccupied orbital energy at 0.76 eV. As for the gap between HOMO and LUMO: 10.26 eV. The structure (SMILES) is O=CNCCS.

Each line ends with the Mulliken charge.
Element x y z (Å)
O1 1.06 3.13 -1.20  -0.52
H1 -1.55 -0.21 0.92  0.31
C1 -0.99 -0.76 0.16  -0.55
H2 1.03 -0.63 -0.61  0.32
H3 0.45 1.84 0.74  0.24
H4 -1.50 -0.78 -0.79  0.34
H5 -1.76 -2.32 1.85  0.13
N1 0.47 1.27 -0.09  -0.15
S1 -0.89 -2.48 0.82  -0.23
H6 1.73 1.27 -1.73  0.27
C2 1.14 1.94 -1.09  0.11
C3 0.41 -0.14 0.16  -0.60
H7 0.90 -0.52 1.07  0.33

c | Computed, not measured: a single C3H7NOS molecule, with ωB97M-V/def2-TZVPD.

The calculation puts the lowest unoccupied orbital energy (spin up / spin down) at -0.04 / -0.16 eV. As for the gap between HOMO and LUMO (spin up / spin down): 7.62 / 7.65 eV.

Each line ends with the Mulliken charge.
Element x y z (Å)
N1 1.17 0.93 1.61  -0.20
H1 -1.81 1.11 -1.43  0.24
H2 -0.47 -0.51 2.10  0.29
H3 0.36 -2.07 1.44  0.25
H4 0.08 -1.22 -1.84  0.40
C1 -1.34 0.35 -2.06  -0.39
S1 0.92 0.05 0.21  0.22
O1 1.89 2.10 1.53  -0.41
H5 -2.00 -0.21 -2.75  0.25
C2 -0.39 -0.37 -1.50  -0.63
H6 -1.03 -1.33 0.43  0.35
H7 2.84 2.20 1.12  0.31
C3 -0.19 -1.04 1.13  -0.68

Most stable pick: b. Distance to second place: 25.8 kJ/mol.

a | Computed, not measured: a 2-piece molecular cluster, C3H9N2O overall, with ωB97M-V/def2-TZVPD.

The calculation puts the lowest unoccupied orbital energy at -4.46 eV. Its net charge is +1. As for the gap between HOMO and LUMO: 9.97 eV.

Each line ends with the Mulliken charge.
Element x y z (Å)
C1 0.38 -1.92 -0.76  -0.90
H1 1.40 -1.57 -0.92  0.30
H2 0.21 0.85 -0.35  0.43
H3 0.33 -2.95 -1.09  0.32
C2 -0.24 -0.84 1.38  0.12
H4 -0.90 2.83 -0.09  0.29
H5 -0.35 -1.34 -1.32  0.33
O1 -0.29 0.33 0.98  -0.68
H6 0.92 1.50 -1.93  0.24
H7 0.09 -2.78 1.15  0.25
C3 -0.29 2.71 -0.98  -0.18
N1 0.32 1.61 -1.13  -0.10
H8 -0.46 -1.06 2.42  0.38
H9 -0.19 3.50 -1.70  0.29
N2 0.04 -1.91 0.66  -0.10

b | Computed, not measured: a 2-piece molecular cluster, C3H9N2O overall, with ωB97M-V/def2-TZVPD.

The calculation puts the lowest unoccupied orbital energy at -4.44 eV. Its net charge is +1. As for the gap between HOMO and LUMO: 10.60 eV.

Each line ends with the Mulliken charge.
Element x y z (Å)
O1 0.21 -1.26 1.37  -0.30
N1 -0.99 -2.28 -0.42  -0.40
H1 -1.16 1.31 1.55  0.35
H2 -1.63 -2.13 -1.23  0.28
H3 -0.48 -3.22 -0.47  0.32
H4 -1.06 0.95 -0.82  0.33
N2 -0.22 0.62 -0.27  -0.30
H5 1.83 0.65 -0.03  0.33
H6 0.36 0.49 1.71  0.40
C1 1.03 0.83 -0.82  -0.88
H7 0.26 2.15 1.03  0.41
H8 1.29 1.79 -1.22  0.37
H9 1.14 0.26 -1.83  0.31
C2 -0.22 1.23 1.08  -0.99
C3 -0.35 -1.39 0.37  0.73

c | Computed, not measured: C3H9N2O as an isolated structure, with ωB97M-V/def2-TZVPD.

The calculation puts the lowest unoccupied orbital energy at -3.82 eV. Its net charge is +1. As for the gap between HOMO and LUMO: 10.00 eV.

Each line ends with the Mulliken charge.
Element x y z (Å)
H1 -0.12 -0.66 1.48  0.30
C1 0.58 0.84 -0.68  0.02
H2 2.86 -1.11 1.91  0.30
H3 2.19 -2.25 0.79  0.29
H4 -1.76 -0.21 -1.81  0.29
H5 1.60 -2.20 2.41  0.33
N1 1.09 0.13 0.17  -0.13
O1 -1.12 1.43 -0.50  -0.39
C2 -2.12 0.75 -1.38  -0.58
H6 -2.73 1.47 -1.97  0.33
N2 0.85 -0.75 1.09  -0.10
H7 0.92 1.45 -1.50  0.42
H8 -3.06 0.32 -0.85  0.27
H9 -1.07 2.35 -0.73  0.40
C3 1.89 -1.54 1.58  -0.75

Most stable pick: a. Distance to second place: 203.1 kJ/mol.